A molecular structure, C34H48F6N3O7S3V, computed with ωB97M-V/def2-TZVPD.

## Properties
Energy above the lowest of the compared OMol25 structures with the same formula, charge and spin, kcal/mol: 2.98
Kohn-Sham gap (spin up / spin down), Ha: 0.1955 / 0.1952
Charge: -1
Highest occupied orbital energy (spin up / spin down), Eh: -0.172 / -0.172
Spin multiplicity: 4
Energy, eV: -129339.6227

Last column: Mulliken charge in e.
Geometry (Å):
1 V 0.265 -0.720 0.172  1.0431
2 C -1.752 -0.359 1.201  -1.9953
3 C -0.894 -0.805 2.254  0.7485
4 C -0.534 -2.158 1.945  0.2192
5 C -1.156 -2.473 0.695  -0.4872
6 C -1.947 -1.387 0.261  1.3620
7 C -3.048 -1.366 -0.787  1.9241
8 C -4.375 -1.485 -0.013  -1.8491
9 C -3.070 -0.072 -1.596  -1.4909
10 C -2.961 -2.553 -1.742  -1.7018
11 C 0.266 -3.254 2.683  2.1183
12 C -0.049 -3.344 4.184  -2.0203
13 C 1.781 -3.115 2.492  -1.2906
14 C -0.117 -4.637 2.122  -2.1212
15 C -0.629 0.065 3.481  2.3435
16 C 0.817 -0.010 3.980  -1.3876
17 C -0.886 1.544 3.149  -1.9738
18 C -1.627 -0.298 4.598  -1.8400
19 H -2.219 0.614 1.148  0.2665
20 H -1.133 -3.447 0.235  0.6662
21 H -4.529 -0.613 0.624  0.3047
22 H -4.369 -2.373 0.625  0.3446
23 H -5.218 -1.561 -0.704  0.4563
24 H -3.139 0.801 -0.947  0.3277
25 H -3.946 -0.060 -2.251  0.5843
26 H -2.176 0.025 -2.216  -0.0830
27 H -2.919 -3.505 -1.206  0.2503
28 H -2.092 -2.467 -2.393  0.0081
29 H -3.845 -2.570 -2.385  0.4983
30 H 0.225 -2.457 4.743  0.2778
31 H 0.513 -4.179 4.609  0.5099
32 H -1.111 -3.539 4.351  0.3501
33 H 2.159 -2.171 2.881  -0.0211
34 H 2.041 -3.159 1.435  -0.1727
35 H 2.300 -3.930 3.005  0.6406
36 H -1.199 -4.784 2.126  0.3735
37 H 0.339 -5.414 2.738  0.4611
38 H 0.247 -4.781 1.102  0.2373
39 H 1.487 0.415 3.237  -0.3767
40 H 1.154 -1.021 4.183  0.0838
41 H 0.922 0.569 4.902  0.6514
42 H -0.259 1.877 2.321  -0.1142
43 H -0.638 2.157 4.018  0.5486
44 H -1.928 1.740 2.894  0.3497
45 H -1.439 -1.268 5.053  0.1913
46 H -2.644 -0.305 4.200  0.3281
47 H -1.580 0.457 5.387  0.4944
48 F 4.956 -2.160 1.539  -0.2271
49 C 4.769 -0.838 1.495  0.5190
50 F 5.954 -0.242 1.435  -0.2396
51 F 4.144 -0.462 2.605  -0.1694
52 S 3.756 -0.416 0.009  1.3030
53 O 2.509 -1.110 0.257  -0.6791
54 O 4.548 -0.873 -1.089  -0.8321
55 N 3.667 1.133 0.078  -0.7465
56 S 2.387 1.993 0.344  1.1435
57 O 2.185 2.994 -0.642  -0.7714
58 O 1.242 1.204 0.774  0.1317
59 C 2.864 2.948 1.847  0.5814
60 F 3.209 2.141 2.852  -0.1877
61 F 3.879 3.754 1.583  -0.2175
62 F 1.811 3.668 2.222  -0.1527
63 N -1.547 2.747 -0.476  0.0731
64 C -1.485 4.127 -0.776  0.9659
65 C -1.800 4.586 -2.052  -0.2486
66 C -1.803 5.947 -2.329  -0.7189
67 C -1.488 6.869 -1.347  -0.1086
68 C -1.172 6.412 -0.075  -0.8357
69 C -1.170 5.056 0.214  -0.3655
70 S -1.458 8.629 -1.708  1.2841
71 O -2.284 8.764 -2.902  -0.7215
72 O -2.017 9.248 -0.512  -0.7097
73 O -0.047 8.928 -1.923  -0.6912
74 H -1.437 2.176 -1.303  -0.2990
75 H -0.864 2.464 0.212  -0.5840
76 H -2.058 3.872 -2.830  0.3776
77 H -2.062 6.307 -3.317  0.4263
78 H -0.939 7.136 0.696  0.3703
79 H -0.933 4.712 1.216  0.3681
80 C 2.080 -3.578 -4.494  -0.8549
81 N 1.692 -3.528 -3.063  0.2505
82 C 2.766 -2.895 -2.253  -0.6718
83 C 0.324 -2.863 -2.832  -1.2392
84 C 0.329 -1.393 -3.112  1.0781
85 C 0.192 -0.999 -4.450  -0.7175
86 C 0.290 0.334 -4.806  -1.1967
87 C 0.520 1.269 -3.804  -0.9794
88 C 0.584 0.865 -2.478  0.1758
89 C 0.465 -0.473 -2.049  1.5705
90 H 3.030 -4.099 -4.582  0.3430
91 H 2.180 -2.557 -4.852  0.4398
92 H 1.307 -4.094 -5.060  0.3432
93 H 1.583 -4.487 -2.739  0.3581
94 H 2.920 -1.887 -2.620  0.4678
95 H 3.677 -3.481 -2.357  0.4331
96 H 2.444 -2.846 -1.218  -0.0984
97 H 0.090 -3.067 -1.787  -0.4617
98 H -0.351 -3.430 -3.477  0.6073
99 H -0.009 -1.742 -5.219  0.5048
100 H 0.182 0.639 -5.839  0.3668
101 H 0.611 2.322 -4.047  0.5331
102 H 0.694 1.657 -1.753  -0.3281